[1]
Formula: C24H25N5O3S
Source: the Open Molecules 2025 dataset
Level of theory: ωB97M-V/def2-TZVPD

Last column: Löwdin charge in e.
CARTESIAN COORDINATES (ANGSTROEM)
C: -2.39 3.60 -1.76  0.026
H: -2.28 3.91 -0.79  0.033
O: -1.20 2.63 -2.10  -0.184
C: -0.11 3.42 -2.54  -0.255
C: 0.45 4.13 -1.53  -0.138
N: 0.57 3.45 -0.20  0.158
C: 1.36 2.50 -0.11  -0.241
O: 2.47 2.11 -1.04  -0.223
C: 1.26 1.36 0.91  -0.180
C: 2.31 0.48 1.34  -0.426
C: 2.80 -0.01 2.63  -0.120
C: 3.93 -0.80 2.48  -0.252
C: 4.26 -0.91 1.21  -0.588
S: 3.64 0.11 0.26  1.130
H: 5.34 -1.39 0.97  0.141
H: 4.10 -1.23 3.49  0.123
H: 1.80 0.07 3.42  0.189
N: -0.04 0.64 0.58  0.096
C: -1.10 0.95 0.81  -0.428
O: -1.36 2.23 1.44  -0.178
C: -2.36 0.24 0.22  -0.114
N: -2.18 -0.98 0.62  -0.076
C: -1.74 -1.79 1.72  -0.106
C: -1.44 -1.28 3.04  0.088
C: -0.82 -2.55 3.63  -0.091
C: -1.04 -3.85 3.42  -0.061
C: -1.60 -4.18 2.06  -0.025
C: -1.68 -3.23 1.28  -0.236
N: -2.29 -3.10 -0.03  0.050
N: -2.54 -2.04 -0.41  0.101
H: -1.31 -5.25 1.83  0.151
H: -0.70 -4.54 3.98  0.027
H: -0.72 -2.18 4.81  0.150
H: -1.56 -0.37 3.12  0.006
H: -2.62 0.44 -0.79  0.127
H: -3.10 0.60 1.00  0.154
C: 0.33 -0.63 -0.46  -0.241
C: 0.76 -1.57 0.35  0.057
C: 1.10 -2.71 -0.74  -0.001
C: 0.87 -2.44 -2.03  -0.149
C: 0.07 -1.39 -2.44  -0.101
C: 0.01 -0.13 -1.53  0.047
H: -0.46 0.67 -2.07  0.118
C: -0.27 -1.19 -4.08  0.026
H: 0.77 -1.55 -4.74  0.163
H: -0.45 -0.35 -4.23  -0.115
H: -1.16 -1.90 -4.22  0.097
H: 0.76 -3.49 -2.75  0.187
H: 1.59 -3.74 -0.44  0.143
H: 1.12 -1.69 1.18  0.020
H: 0.91 1.87 1.87  0.176
H: -0.10 3.29 0.42  0.055
H: 0.04 4.90 -1.06  0.093
H: 1.46 4.51 -1.57  0.156
H: 0.49 2.66 -2.76  0.090
H: -0.25 4.25 -3.13  0.125
H: -3.26 2.95 -1.95  0.084
H: -2.47 4.50 -2.58  0.144

Its spin multiplicity is 1. For the energy above the lowest of the compared OMol25 structures with the same formula, charge and spin, the calculation gives 25.8555 eV. Its HOMO-LUMO gap is 8.1 eV. The value obtained for the HOMO energy is -8.09 eV. As for the net charge: 0.

=====

[2]
Formula: C24H25N5O4S3Ti
Source: the Open Molecules 2025 dataset
Level of theory: ωB97M-V/def2-TZVPD

Last column: Löwdin charge in e.
CARTESIAN COORDINATES (ANGSTROEM)
Ti: -0.67 -0.49 -0.50  0.859
N: -4.22 -1.28 0.93  0.089
C: -3.16 -0.54 0.53  -0.847
S: -3.00 -0.21 -1.19  0.661
N: -2.31 -0.13 1.44  0.032
N: -1.31 0.63 0.84  -0.217
C: -1.24 1.99 0.90  -0.210
C: -1.99 2.79 1.87  -0.170
C: -2.65 3.96 1.48  -0.041
C: -3.35 4.72 2.40  -0.084
C: -3.41 4.32 3.73  -0.096
C: -2.77 3.15 4.13  -0.083
C: -2.06 2.40 3.21  -0.036
C: -0.39 2.44 -0.13  -0.213
C: 0.06 3.77 -0.36  -0.014
C: 0.89 4.03 -1.40  -0.069
C: 1.32 2.99 -2.25  -0.078
C: 0.87 1.73 -1.99  -0.143
N: 0.03 1.43 -0.98  -0.032
H: -4.70 -1.83 0.24  0.085
H: -4.21 -1.61 1.88  0.103
H: -2.64 4.25 0.44  0.115
H: -3.86 5.61 2.08  0.101
H: -3.96 4.91 4.45  0.099
H: -2.82 2.83 5.16  0.101
H: -1.57 1.48 3.52  0.108
H: -0.26 4.55 0.32  0.111
H: 1.24 5.04 -1.57  0.105
H: 1.98 3.17 -3.08  0.098
H: 1.19 0.88 -2.61  0.110
O: 1.28 -6.29 -1.86  -0.280
S: 1.61 -4.94 -1.53  0.649
O: 2.94 -4.64 -1.07  -0.311
N: 0.54 -4.30 -0.46  0.018
C: -0.09 -3.29 -0.98  -0.507
O: -0.87 -2.51 -0.34  -0.146
C: 0.22 -3.00 -2.43  -0.148
C: -0.29 -2.01 -3.24  -0.028
C: 0.24 -1.88 -4.52  -0.053
C: 1.25 -2.74 -4.96  -0.057
C: 1.74 -3.74 -4.14  -0.017
C: 1.21 -3.85 -2.88  -0.202
H: -1.11 -1.37 -2.92  0.067
H: -0.14 -1.11 -5.19  0.111
H: 1.64 -2.62 -5.96  0.107
H: 2.52 -4.41 -4.49  0.124
C: 2.14 0.83 1.99  -0.104
C: 3.11 0.42 0.89  -0.367
S: 2.77 -1.11 0.00  1.033
O: 1.36 -0.95 -0.53  -0.606
C: 2.69 -2.39 1.27  -0.354
C: 1.45 -2.43 2.14  -0.102
H: 2.29 1.88 2.22  0.086
H: 2.30 0.26 2.90  0.069
H: 1.10 0.70 1.67  0.052
H: 4.13 0.31 1.25  0.092
H: 3.12 1.16 0.08  0.083
H: 3.63 -2.26 1.83  0.100
H: 2.79 -3.30 0.68  0.045
H: 1.50 -1.75 2.99  0.063
H: 1.35 -3.45 2.52  0.089
H: 0.55 -2.23 1.57  0.050

Its spin multiplicity is 1. For the energy above the lowest of the compared OMol25 structures with the same formula, charge and spin, the calculation gives 0.7086 eV. Its HOMO-LUMO gap (alpha / beta) is 6.2 / 6.1 eV. The value obtained for the HOMO energy (alpha / beta) is -6.30 / -6.76 eV. As for the net charge: 0.

=====

[3]
Formula: C24H26Br2F3I2N4O4S2
Source: the Open Molecules 2025 dataset
Level of theory: ωB97M-V/def2-TZVPD

Last column: Löwdin charge in e.
CARTESIAN COORDINATES (ANGSTROEM)
C: 1.79 -0.14 3.86  -0.273
C: 0.69 0.87 3.27  -0.812
I: 0.38 2.33 4.88  0.863
C: -0.72 0.20 2.99  -0.649
I: -1.03 -1.32 4.55  0.973
C: -0.92 -0.37 1.55  -0.115
N: -1.88 -1.23 1.41  0.062
C: -2.07 -1.80 0.03  -0.594
S: -2.34 -3.60 0.49  0.843
C: -3.46 -1.18 -0.45  -0.212
C: -3.54 -0.68 -1.93  -0.450
S: -5.18 0.14 -2.27  0.963
C: -5.24 1.40 -0.96  -0.620
N: -6.05 1.21 0.09  0.014
N: -5.90 2.26 0.95  0.040
C: -4.98 3.05 0.36  -0.137
O: -4.52 2.58 -0.85  0.020
C: -0.69 -1.39 -0.57  -0.209
C: -0.37 -1.56 -2.10  -0.107
C: -0.37 -3.08 -2.58  -0.150
C: 1.12 -3.62 -2.60  -0.736
F: 1.79 -3.38 -1.40  -0.099
Br: 1.05 -5.61 -2.77  0.827
C: 1.95 -3.09 -3.86  -0.816
F: 2.26 -4.12 -4.73  -0.068
F: 1.27 -2.16 -4.60  0.045
Br: 3.72 -2.42 -3.25  0.807
C: -0.16 -0.05 0.18  -0.192
C: -0.94 1.13 -0.52  -0.091
O: -0.51 2.46 -0.21  -0.086
N: -0.49 2.71 1.15  -0.029
O: -1.30 3.49 1.47  0.116
C: 1.40 -0.17 0.12  -0.010
C: 2.13 1.00 -0.61  -0.312
O: 1.83 1.31 -1.75  0.115
C: 3.31 1.82 0.03  -0.129
C: 3.15 3.20 0.48  -0.025
C: 4.27 3.98 1.05  -0.052
C: 5.57 3.33 1.14  -0.073
C: 5.79 1.95 0.72  -0.059
C: 4.64 1.22 0.17  -0.032
H: 1.76 -1.14 3.34  0.062
H: 2.78 0.32 3.58  0.090
H: 1.78 -0.20 4.97  0.031
H: 1.17 1.34 2.39  0.046
H: -1.53 0.96 3.19  0.067
H: -2.55 -1.61 2.08  0.111
H: -2.76 -4.26 -0.63  -0.084
H: -3.76 -0.40 0.30  0.113
H: -4.24 -1.99 -0.35  0.109
H: -2.76 0.07 -2.22  0.052
H: -3.48 -1.52 -2.67  0.098
H: -4.66 3.98 0.89  0.145
H: -0.02 -2.18 -0.12  0.139
H: 0.70 -1.21 -2.26  0.113
H: -0.98 -0.94 -2.80  0.111
H: -0.93 -3.76 -1.90  0.059
H: -0.81 -3.18 -3.60  0.136
H: -2.03 1.07 -0.20  0.131
H: -0.94 1.04 -1.64  0.147
H: 1.81 -0.20 1.17  0.111
H: 1.78 -1.12 -0.35  0.131
H: 2.16 3.70 0.38  0.098
H: 4.10 5.03 1.39  0.108
H: 6.44 3.91 1.54  0.105
H: 6.78 1.44 0.78  0.109
H: 4.75 0.17 -0.19  0.109

Its spin multiplicity is 1. Its HOMO-LUMO gap is 7.1 eV. The value obtained for the HOMO energy is -11.71 eV. As for the net charge: +1. Its SMILES is C[C@H](I)[C@H](I)C1=[NH+][C@@](S)(CCSc2nnco2)[C@@H](CC[C@@](F)(Br)C(F)(F)Br)[C@]1(CON=O)CC(=O)c1ccccc1.

=====

[4]
Formula: C24H26BrCl2IrN4OS3
Source: the Open Molecules 2025 dataset
Level of theory: ωB97M-V/def2-TZVPD

Last column: Löwdin spin population.
CARTESIAN COORDINATES (ANGSTROEM)
Ir: -0.73 0.66 -0.23  0.020
C: -0.69 0.09 4.05  -0.006
C: -0.35 0.39 2.63  -0.021
N: -1.26 0.63 1.70  0.143
N: -2.57 0.62 2.09  0.024
C: -3.41 0.54 1.09  0.032
N: -4.73 0.52 1.34  0.027
S: -2.97 0.37 -0.62  0.014
C: 1.02 0.50 2.17  0.221
C: 2.17 -0.12 2.74  -0.024
C: 3.45 -0.28 2.20  0.223
C: 4.14 0.02 0.94  0.020
C: 3.93 0.63 -0.25  0.157
N: 0.95 1.11 0.97  0.106
H: -1.58 0.64 4.35  -0.001
H: 0.14 0.34 4.70  0.000
H: -0.91 -0.98 4.17  -0.002
H: -5.05 0.65 2.28  0.001
H: -5.39 0.63 0.58  0.001
H: 2.05 -0.52 3.74  -0.006
H: 4.12 -0.79 2.87  0.012
H: 5.14 -0.41 0.95  -0.003
H: 0.08 0.58 -1.66  0.001
Cl: 2.21 1.16 -0.14  0.037
C: 2.08 2.93 -0.51  0.004
C: 3.32 3.52 -0.71  0.004
C: 3.35 4.88 -0.94  0.001
C: 2.16 5.59 -0.96  0.000
C: 0.95 4.95 -0.77  0.001
Cl: -0.48 5.92 -0.82  0.001
C: 0.83 3.55 -0.57  0.001
S: -0.81 2.96 -0.45  0.004
H: 4.21 2.92 -0.68  0.003
H: 4.29 5.39 -1.11  0.000
H: 2.15 6.66 -1.12  0.000
Br: -1.00 -0.44 -7.12  0.000
C: -0.85 -0.05 -5.29  0.000
C: -0.24 1.13 -4.88  0.000
C: -0.13 1.39 -3.53  0.000
C: -0.61 0.50 -2.57  0.000
C: -1.19 -0.69 -3.01  0.000
C: -1.34 -0.95 -4.36  0.000
H: 0.14 1.83 -5.61  0.000
H: 0.32 2.32 -3.20  0.000
H: -1.60 -1.39 -2.29  0.000
H: -1.84 -1.85 -4.69  0.000
C: -2.82 -4.03 1.79  0.000
C: -1.66 -3.06 1.71  0.000
S: -1.29 -2.62 0.00  0.000
O: -0.34 -1.42 0.11  0.004
C: -0.18 -3.96 -0.48  0.000
C: 1.16 -3.96 0.24  0.000
H: -3.00 -4.31 2.82  0.000
H: -2.63 -4.95 1.23  0.000
H: -3.74 -3.58 1.40  0.000
H: -0.75 -3.44 2.17  0.000
H: -1.90 -2.10 2.16  0.000
H: -0.06 -3.82 -1.56  0.000
H: -0.75 -4.88 -0.33  0.000
H: 1.57 -2.96 0.31  0.000
H: 1.86 -4.58 -0.32  0.000
H: 1.08 -4.38 1.25  0.000

Its spin multiplicity is 2. For the energy above the lowest of the compared OMol25 structures with the same formula, charge and spin, the calculation gives 9.7453 eV. Its HOMO-LUMO gap (alpha / beta) is 6.7 / 6.3 eV. The value obtained for the HOMO energy (alpha / beta) is -9.88 / -10.51 eV. As for the net charge: +1.

=====

Q: Look up the net charge of the first one.
A: 0

=====

Q: Which of these has the highest spin multiplicity?
A: C24H26BrCl2IrN4OS3

=====

Q: Number 1 is which compound?
A: C24H25N5O3S